DFT (ωB97M-V/def2-TZVPD) results for a molecular structure, C23H22Cl2F2N4Re.

Geometry (Å):
Re: -0.42324 0.14433 -1.13278
F: -2.37282 -3.20237 -2.53375
C: -4.22062 -2.60118 -0.29437
C: -2.18774 -3.32789 -1.24986
C: -1.94927 -0.64163 -0.96511
C: -3.28534 -0.50412 1.11656
C: -4.56900 -0.78514 1.30057
F: -5.44202 -0.09967 2.01997
C: -5.03798 -1.95753 0.52240
C: -2.50360 0.61286 1.71148
C: -2.57454 0.71090 3.10268
C: -1.91407 1.74114 3.74855
C: -1.20970 2.65578 2.98433
C: -1.18472 2.47130 1.61066
N: -1.79838 1.47265 0.98212
H: -1.61997 -4.19826 -0.92171
H: -6.07733 -2.27123 0.56382
H: -3.14782 -0.01361 3.66598
H: -1.95236 1.82741 4.82595
H: -0.68982 3.48990 3.43420
H: -0.64786 3.17160 0.97887
Cl: -2.67921 -1.89485 -0.05664
C: -1.36733 -2.35786 1.21039
C: -1.70675 -3.31439 2.13641
C: -0.75777 -3.62940 3.09958
C: 0.46142 -2.97369 3.08306
C: 0.75410 -2.04073 2.10740
Cl: 2.30374 -1.27936 2.16229
C: -0.14263 -1.68134 1.07079
N: 0.29936 -0.78910 0.13402
H: -2.67016 -3.80778 2.12003
H: -0.97457 -4.38209 3.84363
H: 1.20907 -3.18571 3.83497
C: 3.17286 3.04013 -1.99839
C: 1.99751 2.37181 -1.26159
N: 1.70740 1.04434 -1.84716
C: 1.55272 1.17826 -3.30600
C: 2.89504 1.58554 -3.95273
N: 3.81903 1.98267 -2.84493
C: 4.15416 0.78309 -1.99915
C: 2.82767 0.12657 -1.56616
H: 3.92480 3.43010 -1.31565
H: 2.85764 3.84042 -2.66537
H: 1.10754 2.99689 -1.32650
H: 2.22738 2.22483 -0.20646
H: 0.78143 1.92293 -3.50788
H: 1.22184 0.22253 -3.70207
H: 2.80297 2.42191 -4.64244
H: 3.36629 0.75597 -4.47714
H: 4.67814 2.35657 -3.24760
H: 4.73817 1.14674 -1.15540
H: 4.77672 0.11850 -2.59423
H: 2.83120 -0.10415 -0.50209
H: 2.63838 -0.80456 -2.09754

The spin multiplicity is 2. Its net charge is +2. As for the energy: -62743.7224 eV. The value obtained for the strongest force on any atom is 2.3 eV/Å. The value obtained for the HOMO-LUMO gap (alpha / beta) is 5.76 / 6.66 eV. As for the expectation value of S²: 1.200. The calculation puts the HOMO energy (alpha / beta) at -12.24 / -13.22 eV.